i) 86
Properties=species:S:1:pos:R:3:mulliken_charge:R:1 method="wB97M-V/def2-TZVPD" spin_multiplicity=2 s2=0.755 e_homo_ev="-13.204 / -13.344" gap_ev="8.63 / 7.04" total_charge=+2
C 0.2257 -1.6182 -2.5275 -0.069
H 5.7914 -4.3252 0.8034 0.415
C 3.6859 -4.7186 0.7965 -0.805
H -3.1653 -0.2103 -2.8678 0.358
H 3.3766 4.2173 1.1794 0.637
N -1.3356 1.5761 -0.8738 0.763
H -3.8624 -3.3758 2.2828 0.490
H 3.8045 -5.7822 0.9515 0.426
C -3.2095 0.5170 1.0972 -0.832
H 3.2655 -0.9130 0.2409 0.123
C 0.5634 1.0412 3.2014 0.031
C -1.0438 -3.0012 -4.0250 -0.682
C -2.2419 -3.5914 3.6732 -0.679
H -4.2216 -0.9285 -1.6616 0.492
O 0.7391 -0.3951 0.5145 1.756
C -0.0517 -3.0511 2.8457 -0.809
C -2.7967 -3.2772 2.4399 -0.849
H -2.1994 1.9314 -3.5750 0.472
C -0.9589 -3.5541 -1.6861 -0.349
H 3.1478 1.5232 -1.3346 0.003
H 0.0692 -1.2689 -4.6347 0.485
H -2.4809 -1.2608 -1.6351 -0.075
C 1.5830 1.8489 -2.7634 0.445
H -1.2462 1.2200 2.3035 -0.219
H 1.0195 -2.9838 2.9985 0.493
C -0.1528 -2.4402 -1.4711 0.014
C 2.3737 3.8441 1.3805 -0.780
C -0.8587 3.9628 1.3400 -0.468
C -0.1968 2.0378 -4.3635 -0.900
C -0.6109 -2.7358 1.6079 0.417
C -0.5914 3.1436 2.5928 -0.710
C 4.6573 -2.5305 0.5140 -0.816
H 0.8707 -0.7695 -2.3473 0.207
S 2.4519 2.0135 1.3917 0.031
H 0.2860 3.5162 3.1148 0.295
H -0.3208 3.9065 -0.6200 0.459
C 1.4226 4.3702 0.3144 -0.857
H -2.4202 -2.6068 0.4404 0.331
H 1.9021 2.1147 -4.8582 0.574
H 2.1042 4.1768 2.3797 0.346
H -1.3958 -3.2212 -5.0240 0.439
H -4.0805 3.2126 -0.4782 0.352
C -1.1401 1.8993 -3.3651 -0.761
As 0.5429 -2.0511 0.2571 1.088
H 2.6907 0.8507 3.4548 0.601
H -3.1942 1.3998 1.7445 0.436
H 0.5628 -0.0121 2.9310 -0.397
C 1.9796 1.5976 3.1064 -1.020
C -3.2338 -0.4885 -1.8149 -0.607
H 1.5460 -4.8190 0.7480 0.428
H -2.8788 -3.9351 4.4773 0.432
H -0.4438 -3.7351 4.8374 0.470
C -1.9832 -2.8461 1.4024 -0.338
H -5.2279 1.9862 -1.0045 0.372
H -4.1913 0.0601 1.2402 0.551
C 2.4158 -4.1753 0.6799 -0.329
C 3.3904 -1.9775 0.3979 -0.359
Ru 0.3405 1.5768 0.2399 -1.219
H 2.1347 2.4880 3.7138 0.489
N 0.1222 3.6542 0.2613 -0.075
C 2.2764 -2.8048 0.4855 0.315
C -0.8724 -3.4781 3.8782 -0.844
H -4.0969 2.6782 -2.1581 0.347
C -1.4068 -3.8276 -2.9703 -0.771
H 3.5704 1.0907 -2.9949 0.464
H -1.4291 3.2501 3.2846 0.464
C 1.1666 2.0084 -4.0732 -0.845
H -0.8547 5.0296 1.5765 0.525
H 5.5321 -1.8977 0.4465 0.448
C -0.6705 1.7231 -2.0632 0.452
C 4.8023 -3.8968 0.7134 -0.520
H -2.0359 -4.6893 -3.1472 0.466
C 3.0303 1.8093 -2.3786 -1.462
H 0.2056 1.1377 4.2307 0.642
H -1.2409 -4.2062 -0.8681 0.466
Si -2.9955 0.9856 -0.7002 -0.206
N -0.3588 1.7124 2.2577 0.388
N 0.6621 1.7098 -1.7984 1.093
H 1.8742 4.2454 -0.6698 0.336
C -4.2014 2.3401 -1.1250 -1.162
H -1.8380 3.7095 0.9335 0.023
C -0.2236 -1.9017 -3.8072 -0.530
H -0.5201 2.1747 -5.3875 0.475
H -2.4656 -0.2114 1.4341 -0.104
H 1.2584 5.4397 0.4714 0.456
H 3.5013 2.7815 -2.5357 0.372

---

ii) 86
Properties=species:S:1:pos:R:3:mulliken_charge:R:1 method="wB97M-V/def2-TZVPD" spin_multiplicity=2 s2=0.756 e_homo_ev="-13.008 / -13.110" gap_ev="7.52 / 7.73" total_charge=+2
H -0.5168 0.6046 3.1750 -0.056
H 1.3796 -4.9162 2.0334 0.466
C 1.9685 1.9508 1.9207 -0.374
H 4.1125 -2.0471 -3.6727 0.467
C -0.2229 2.2648 -3.3183 -0.364
N 0.4240 -3.2233 1.1675 0.133
C 1.5389 -3.8391 1.9160 -0.744
C 0.3391 2.0496 -4.5687 -0.816
H 1.6370 2.1185 -1.2757 0.000
H -2.3644 3.8574 3.2190 0.469
H 0.8291 0.6092 -6.0753 0.447
C 2.6078 -1.0976 -0.8277 -0.028
H 2.4252 -3.6983 1.2959 0.346
C -5.2222 -0.5493 -0.6520 -0.774
C -5.5769 1.6977 -1.4523 -0.803
H 3.2508 1.7499 -1.8690 0.427
H -0.1256 -1.2954 -4.8261 0.446
H 5.1761 2.4297 1.0101 0.346
H 0.1486 5.9134 0.4296 0.473
C -0.7062 -0.0981 -3.1469 -0.787
C 2.1811 -2.7124 -2.9868 -0.868
H -0.2799 3.2724 -2.9362 0.421
H -5.6214 -1.5149 -0.3713 0.431
C 1.2530 -2.6399 -1.9800 0.648
C -0.4348 5.0430 0.6994 -0.883
C 4.8582 1.3861 0.9405 -1.123
C -0.6627 -0.4076 3.5535 -0.392
N 2.5077 -0.3626 0.2963 0.548
H -1.5955 -3.3483 0.7373 0.252
O -0.8985 -0.0421 0.0530 1.884
C -1.0869 4.9965 1.9224 -0.587
C -1.9468 2.8194 1.3921 -0.717
As -1.4922 1.2665 -0.8584 -0.237
H 1.0652 -3.5005 4.0282 0.365
H -3.8243 2.9123 -1.6747 0.409
N -0.9377 -1.2661 2.3915 0.690
H -1.0573 -4.5948 1.8649 0.516
C -0.9491 -3.5403 1.5965 -0.640
C -3.8563 -0.3130 -0.5830 -0.201
H 0.9820 -0.0307 4.8696 0.508
C -0.0448 -3.3985 -2.0169 -1.558
H -0.4301 -3.4519 -3.0332 0.435
H 0.0886 -4.4314 -1.6800 0.407
H -1.6333 -0.8057 1.8036 -0.070
H -6.2492 2.4764 -1.7858 0.430
H 0.9305 1.6681 1.7315 -0.358
C 1.7981 -3.2289 3.2719 -0.762
C -4.2142 1.9417 -1.3892 -0.478
H -0.0185 4.0371 -1.1325 0.105
H 5.4461 0.9166 0.1486 0.327
C -0.5284 3.9764 -0.1857 -0.064
H -3.1739 -1.0872 -0.2547 0.113
Si 3.0565 1.3135 0.5494 -0.036
H 1.9857 3.0415 1.9798 0.489
H 1.9922 -3.3477 -3.8408 0.582
H 5.1045 0.8932 1.8823 0.320
C -0.1407 -0.3031 -4.3940 -0.658
N 1.5118 -1.8647 -0.9018 1.250
H -2.5649 1.9648 1.6469 0.540
H -1.0176 5.8356 2.6020 0.450
H -0.7943 -2.9086 -1.3921 0.092
C -1.3650 -2.6358 2.7272 -0.974
H -1.1358 -0.9283 -2.5990 0.458
C 0.3904 0.7695 -5.0994 -0.791
C 2.6960 2.1990 -1.0409 -0.767
H 2.7680 -3.5816 3.6202 0.578
H -0.9140 -2.9299 3.6716 0.273
H -7.1413 0.2672 -1.1412 0.419
C -6.0774 0.4549 -1.0854 -0.529
H 4.4969 -0.5480 -1.7261 0.533
C 3.3711 -1.9700 -2.8878 -0.601
C -3.3610 0.9320 -0.9555 0.548
C -1.8439 3.8839 2.2707 -0.918
C 0.5792 -0.8641 4.2958 -0.848
H 2.9671 3.2566 -0.9951 0.494
H 0.7309 2.8863 -5.1312 0.473
C -1.2799 2.8606 0.1654 0.635
Ru 0.7081 -1.0803 0.8889 -0.630
S 1.8945 -1.4147 3.1743 -0.039
H 0.3955 -1.6752 4.9993 0.499
C 3.5986 -1.1422 -1.8180 -0.833
H -2.4466 -2.6934 2.8646 0.451
C -0.7315 1.1860 -2.6029 0.969
H 0.5271 -3.5383 0.2120 -0.093
H -1.5067 -0.3911 4.2509 0.491
H 2.2700 1.5555 2.8950 0.346

---

Tell me which of them is the most stable. Sure, it is i).

---

i) 48
Properties=species:S:1:pos:R:3:mulliken_charge:R:1 method="wB97M-V/def2-TZVPD" e_homo_ev=-11.162 gap_ev=7.30 total_charge=+1
H 1.2030 -0.7440 -0.0115 0.378
H 0.8868 0.6061 2.0073 0.050
O 1.5725 -2.4913 -4.5605 -0.675
H -1.7746 -2.0809 -3.8793 0.290
C -0.4760 -0.7142 -2.1474 -0.294
H 1.5156 -0.9036 7.5807 0.366
H 0.2574 2.1306 2.6315 0.425
H 1.9486 0.8573 -0.2075 0.437
H -0.6766 0.9316 4.6211 0.324
H 0.7384 -2.4372 -2.4278 0.261
H 0.7217 -1.2814 6.1687 0.330
C 0.7453 1.5711 -2.5105 -1.703
C -1.2396 0.7993 1.9074 0.390
C 0.8609 -1.5799 -4.1770 0.672
C -1.8229 -0.3716 -2.8087 -0.012
H 1.7315 1.8565 4.4734 0.401
H -0.0963 1.9236 -3.1066 0.356
H 2.2537 -0.4094 -1.4042 0.398
H 1.4359 0.1079 -5.3421 0.285
H -3.6468 -1.7990 -5.2290 0.353
O -2.4119 0.6660 -2.5363 -0.662
H 2.3533 1.1633 6.6207 0.384
H -0.0293 -0.6025 4.0147 0.405
H 0.1915 -0.9082 -6.0851 0.311
C 1.5045 0.0134 -0.7341 -1.713
N 0.3972 -1.6279 -2.9236 -0.054
H 1.1434 2.4193 -1.9538 0.490
H 2.2816 0.2016 4.2231 0.311
H -3.5783 -0.0578 -4.8745 0.306
H 2.3837 -1.2245 6.1987 0.373
H -0.2394 0.2060 -4.7826 0.278
C 0.1335 0.4803 4.0368 -0.616
H -0.7837 -1.3026 -1.2831 0.403
C 0.2802 0.4900 -1.5308 1.233
H -0.3933 0.9700 -0.8220 0.053
H 0.5870 1.1218 6.6134 0.417
N 1.5303 -0.7967 6.5638 -0.225
C 1.4839 0.6352 6.2018 -0.832
H -2.7762 1.5367 1.1274 0.422
O -2.0116 1.8701 1.6275 -0.486
O -1.5392 -0.3482 1.6286 -0.587
C 0.5294 -0.4625 -5.1508 -0.935
C 1.4914 0.8069 4.6812 -0.510
C 0.0906 1.0498 2.6078 -0.361
H -4.4097 -1.1521 -3.7554 0.299
N -2.3142 -1.2484 -3.6941 -0.063
H 1.5267 1.1866 -3.1637 0.284
C -3.5600 -1.0571 -4.4338 -0.959

---

ii) 48
Properties=species:S:1:pos:R:3:mulliken_charge:R:1 method="wB97M-V/def2-TZVPD" e_homo_ev=-11.145 gap_ev=7.18 total_charge=+1
O -3.2800 2.9516 0.3447 -0.525
H -1.9590 2.0578 3.2746 0.273
H -0.2683 -2.3831 -0.2741 0.441
C -2.3653 2.8842 2.6028 -0.891
C 6.7683 -0.2199 -1.2804 0.793
C -6.3299 -1.2767 0.4937 0.807
C -1.7413 0.1538 0.8208 -0.489
H 0.5557 -0.6051 -2.5537 0.289
C 2.4960 0.3314 -0.3067 0.313
H 8.0361 -1.6481 -2.2409 0.339
H -0.9203 0.9154 0.6081 0.317
C -0.6799 -1.5631 -0.9745 -0.628
H -8.4640 -1.2466 0.3438 0.328
H -2.5521 -0.3527 -1.1914 0.252
H 8.5806 -1.1359 -0.6125 0.340
H 6.4959 1.8230 -1.8319 0.230
C -6.0740 -0.0434 1.3182 -0.459
H 7.5874 0.9158 -2.8972 0.339
H -1.5829 3.6597 2.3133 0.293
H -7.7163 -2.8154 -0.0154 0.321
H 4.1067 1.3866 -0.7714 0.219
C 7.2862 1.0692 -1.8591 -1.044
H 8.1319 1.4279 -1.2691 0.338
H -5.0675 0.3255 1.1118 -0.170
N 3.2011 1.1806 -1.2487 -0.448
H 3.5133 0.9447 1.3963 0.246
O -5.4818 -1.7203 -0.2602 -0.544
N 2.5973 0.6670 0.9979 -0.262
C 0.4461 -0.4909 -1.4095 -0.499
H 0.0945 0.5773 -1.2335 0.415
H 3.4617 0.5954 -2.0648 0.342
O 5.6216 -0.3160 -0.8667 -0.541
C 7.7159 -1.3862 -1.2304 -1.112
C -7.6735 -1.9406 0.6368 -1.193
H -1.0138 -2.1302 -1.9225 0.279
H -3.2270 3.4232 3.1245 0.323
O -3.0332 0.7734 1.1151 -0.324
H -7.8192 -2.2659 1.6690 0.316
H -1.4434 -0.4390 1.7671 0.175
C -2.9116 2.1824 1.2709 0.634
H -2.6596 -1.7483 0.0984 0.298
C -2.0036 -0.9120 -0.3443 -0.523
H 1.7327 -1.5582 -0.0943 0.345
H -6.1482 -0.2851 2.3809 0.340
H 1.7851 0.5736 1.6168 0.232
H -6.7934 0.7354 1.0556 0.380
N 1.7870 -0.8252 -0.8182 -0.200
H 7.2082 -2.2468 -0.7900 0.294

---

Tell me which of them is the most stable. Sure, it is i).